1.
C33H25ClNO13S2 | ωB97M-V with the def2-TZVPD basis set

Cartesian coordinates (Å):
O 3.419 -3.708 -0.164
C 2.559 -2.927 0.059
Cl 1.617 -3.109 1.615
C 2.191 -1.778 -0.933
S 0.615 -2.272 -1.787
O -0.388 -2.334 -0.706
O 0.360 -1.174 -2.744
N 0.950 -3.729 -2.488
S -0.405 -4.347 -3.293
O -0.811 -3.549 -4.461
O 0.050 -5.652 -3.820
C -1.788 -4.745 -2.168
C -2.854 -3.640 -1.947
C -2.854 -2.297 -2.476
C -3.913 -1.337 -2.150
C -5.015 -1.699 -1.286
C -5.040 -3.062 -0.736
C -3.991 -3.999 -1.073
H 1.880 -0.903 -0.300
H 2.998 -1.530 -1.659
H -1.351 -5.009 -1.165
H -2.265 -5.696 -2.536
H -2.018 -1.950 -3.117
H -3.820 -0.316 -2.575
H -5.806 -0.966 -1.005
H -5.865 -3.375 -0.063
H -4.034 -5.029 -0.651
C 1.980 3.615 -5.294
C 1.112 3.193 -6.211
C 0.375 1.918 -6.043
O -0.414 1.535 -6.882
C 0.639 1.133 -4.815
C 1.508 1.556 -3.898
C 2.244 2.829 -4.066
O 3.036 3.218 -3.229
H 2.528 4.543 -5.400
H 0.906 3.755 -7.114
H 0.093 0.204 -4.707
H 1.713 0.994 -2.996
C 0.227 3.542 0.647
C 1.077 2.619 1.092
C 0.685 1.193 1.177
O 1.458 0.348 1.585
C -0.685 0.832 0.746
C -1.535 1.756 0.301
C -1.145 3.181 0.216
O -1.918 4.026 -0.192
H 0.495 4.587 0.578
H 2.082 2.864 1.410
H -0.952 -0.217 0.813
H -2.540 1.510 -0.018
C 2.115 6.667 2.257
C 2.358 7.259 3.425
C 3.588 6.962 4.196
O 3.809 7.501 5.261
C 4.537 5.984 3.617
C 4.294 5.391 2.450
C 3.065 5.688 1.679
O 2.844 5.149 0.613
H 1.222 6.871 1.681
H 1.676 7.977 3.862
H 5.430 5.780 4.194
H 4.977 4.673 2.012
C -0.776 -4.071 3.797
C -0.028 -4.314 4.873
C -0.635 -4.469 6.213
O 0.046 -4.688 7.195
C -2.108 -4.345 6.314
C -2.857 -4.103 5.241
C -2.249 -3.948 3.898
O -2.933 -3.729 2.921
H -0.346 -3.955 2.810
H 1.050 -4.408 4.817
H -2.535 -4.462 7.303
H -3.935 -4.009 5.297

* HOMO level: -6.30 eV
* molecular weight: 743.14 g mol⁻¹
* strongest force on any atom: 4.695 eV Å⁻¹
* total charge: -1
* orbital gap: 5.8101 eV
* total energy: -3561.83659 Ha


2.
C4H4N4 | ωB97M-V with the def2-TZVPD basis set

Cartesian coordinates (Å):
N -1.510 -2.792 -0.427
C -1.103 -1.795 0.028
C -0.831 -0.378 0.225
C -1.442 0.300 1.153
N -1.543 0.926 2.268
C 0.270 0.292 -0.354
N 1.216 -0.469 -1.024
N 0.550 1.513 0.026
H 0.934 -1.341 -1.520
H 2.035 0.122 -1.449
H -0.202 1.762 0.574
H 1.624 1.860 0.499

* HOMO level: -8.61 eV
* structure (SMILES): N#CC(C#N)=C(N)N
* energy relative to the best compared isomer or geometry (same formula, charge and spin): 67.2 kcal per mole
* molecular weight: 108.10 g mol⁻¹
* strongest force on any atom: 15.083 eV Å⁻¹
* orbital gap: 8.3636 eV
* total energy: -373.73779 Ha


3.
C5H8O2 | ωB97M-V with the def2-TZVPD basis set

Cartesian coordinates (Å):
C -1.491 -1.518 0.161
C -0.382 -0.597 -0.236
O 0.550 -1.123 -1.098
C -0.423 0.745 -0.074
C 0.716 1.630 -0.422
C 1.577 1.112 0.827
O 1.684 1.673 1.879
H -2.016 -1.880 -0.726
H -1.086 -2.394 0.680
H -2.210 -1.016 0.801
H 0.381 -2.063 -1.227
H -1.182 1.154 0.573
H 0.469 2.681 -0.305
H 1.204 1.335 -1.347
H 2.211 0.263 0.514

* HOMO level: -8.38 eV
* structure (SMILES): C/C(O)=C/CC=O
* energy relative to the best compared isomer or geometry (same formula, charge and spin): 35.1 kcal per mole
* molecular weight: 100.12 g mol⁻¹
* strongest force on any atom: 2.986 eV Å⁻¹
* orbital gap: 9.0382 eV
* total energy: -345.74908 Ha